(1)
ORCA calculation (ωB97M-V/def2-TZVPD) on CH2O3S in the gas phase at a distorted geometry.

Its structure (SMILES) is O=S(=O)=CO. For the LUMO energy, the calculation gives -0.98 eV.

CARTESIAN COORDINATES (ANGSTROEM)
O (-2.060, -0.950, -0.179)
S (-1.298, 0.041, 0.407)
O (-1.208, 1.227, -0.471)
C (0.623, -0.345, -0.317)
O (1.592, 0.198, 0.415)
H (0.994, -0.358, -1.281)
H (1.357, 0.186, 1.426)

=====

(2)
ORCA calculation (ωB97M-V/def2-TZVPD) on C2H3NO2S in the gas phase at a distorted geometry.

Its structure (SMILES) is O=[N+]([O-])/C=C/S. For the LUMO energy, the calculation gives -0.59 eV.

CARTESIAN COORDINATES (ANGSTROEM)
O (-2.605, -0.572, 0.915)
N (-1.776, -0.080, 1.699)
O (-1.978, 0.055, 2.910)
C (-0.568, 0.480, 1.271)
C (-0.110, -0.127, 0.138)
S (1.360, 0.249, -0.604)
H (-0.289, 1.203, 1.996)
H (-0.790, -0.949, -0.162)
H (1.273, -0.461, -1.686)

=====

(3)
ORCA calculation (ωB97M-V/def2-TZVPD) on a molecular structure, C28H70F6N5O10Ti at a distorted geometry.

The spin multiplicity is 4. For the LUMO energy (spin up / spin down), the calculation gives 0.35 / 0.23 eV.

CARTESIAN COORDINATES (ANGSTROEM)
Ti (8.790, -8.437, -2.020)
O (8.122, -11.119, 0.315)
H (7.969, -10.231, 0.788)
H (7.334, -11.307, -0.221)
H (8.900, -10.934, -0.410)
C (7.420, -8.070, 1.001)
O (7.926, -9.131, 1.824)
O (7.172, -8.596, -0.194)
C (6.195, -7.412, 1.611)
F (6.510, -6.898, 2.843)
F (5.729, -6.415, 0.876)
F (5.230, -8.300, 1.840)
C (8.921, -8.800, 2.802)
C (9.406, -10.084, 3.405)
H (8.681, -10.540, 4.082)
H (9.701, -10.813, 2.654)
H (10.281, -9.868, 4.026)
H (8.517, -8.157, 3.583)
H (9.788, -8.325, 2.331)
H (8.230, -7.306, 0.944)
C (11.182, -11.116, -1.470)
O (10.798, -12.421, -1.174)
O (10.057, -10.352, -1.562)
C (12.263, -10.672, -0.465)
F (13.480, -10.958, -0.949)
F (12.263, -9.366, -0.151)
F (12.152, -11.366, 0.684)
C (11.756, -13.459, -1.475)
C (11.336, -14.608, -0.582)
H (10.299, -14.901, -0.738)
H (11.839, -15.568, -0.763)
H (11.674, -14.371, 0.424)
H (12.786, -13.206, -1.209)
H (11.717, -13.664, -2.548)
H (11.661, -11.061, -2.470)
C (11.264, -4.966, -2.777)
C (10.704, -6.360, -2.449)
C (11.805, -7.252, -1.856)
O (12.864, -7.419, -2.734)
C (12.632, -8.395, -3.750)
N (9.524, -6.260, -1.550)
H (11.417, -4.412, -1.851)
H (10.561, -4.447, -3.433)
H (12.191, -5.069, -3.338)
H (10.393, -6.811, -3.404)
H (11.335, -8.229, -1.670)
H (12.202, -6.834, -0.931)
H (11.936, -8.007, -4.499)
H (12.236, -9.286, -3.257)
H (13.586, -8.554, -4.242)
H (8.971, -5.459, -1.856)
H (9.907, -5.915, -0.665)
C (16.046, -14.177, -0.415)
C (15.459, -15.176, 0.581)
C (14.558, -14.472, 1.598)
O (15.279, -13.657, 2.492)
C (15.132, -12.267, 2.232)
N (14.560, -16.024, -0.242)
H (16.592, -14.768, -1.149)
H (16.633, -13.383, 0.060)
H (15.271, -13.581, -0.905)
H (16.263, -15.690, 1.114)
H (14.034, -15.262, 2.158)
H (13.749, -13.951, 1.070)
H (14.189, -11.971, 2.709)
H (15.143, -11.971, 1.183)
H (15.933, -11.742, 2.750)
H (15.100, -16.818, -0.589)
H (13.810, -16.521, 0.229)
C (11.772, -6.456, 4.274)
C (12.196, -6.635, 2.812)
C (13.626, -6.133, 2.567)
O (13.784, -4.764, 2.386)
C (13.327, -4.272, 1.127)
N (12.015, -8.055, 2.467)
H (11.825, -5.420, 4.606)
H (12.428, -7.035, 4.939)
H (10.786, -6.895, 4.426)
H (11.445, -6.076, 2.236)
H (14.109, -6.747, 1.783)
H (14.216, -6.433, 3.444)
H (14.046, -4.618, 0.372)
H (13.363, -3.195, 1.228)
H (12.355, -4.682, 0.866)
H (12.591, -8.661, 3.033)
H (12.082, -8.246, 1.476)
C (10.783, -11.380, -5.439)
C (9.709, -12.477, -5.267)
C (10.348, -13.844, -5.441)
O (10.805, -13.943, -6.750)
C (11.206, -15.236, -7.072)
N (8.983, -12.335, -3.985)
H (11.713, -11.566, -4.874)
H (10.500, -10.349, -5.227)
H (11.147, -11.445, -6.473)
H (9.035, -12.230, -6.091)
H (9.539, -14.577, -5.308)
H (11.076, -13.958, -4.625)
H (12.179, -15.557, -6.665)
H (11.406, -15.250, -8.147)
H (10.462, -15.986, -6.787)
H (8.688, -11.357, -3.970)
H (9.701, -12.307, -3.256)
C (12.116, -19.564, -2.164)
C (10.802, -19.300, -1.442)
C (11.024, -19.142, 0.040)
O (11.756, -17.951, 0.292)
C (12.225, -17.806, 1.608)
N (10.223, -17.989, -1.935)
H (12.679, -20.378, -1.705)
H (12.734, -18.667, -2.240)
H (11.925, -19.807, -3.217)
H (10.026, -20.040, -1.629)
H (11.522, -19.980, 0.542)
H (10.045, -19.021, 0.532)
H (13.259, -17.485, 1.610)
H (12.170, -18.779, 2.117)
H (11.578, -17.170, 2.221)
H (10.678, -17.830, -2.831)
H (10.599, -17.236, -1.366)

=====

For reference, ΔE to the lowest compared entry with this formula, charge and spin by record: 2.459; 4.540; 0.000 eV.